1.
{
  "formula": "CHInO3",
  "method": "ωB97M-V/def2-TZVPD",
  "symbols": ["In", "O", "O", "O", "C", "H"],
  "coordinates": [[-13.19, -10.06, 10.11], [-14.38, -5.60, 11.84], [-12.40, -6.03, 12.64], [-13.83, -4.75, 13.72], [-13.52, -5.34, 12.71], [-11.96, -5.66, 13.40]],
  "nbo_charge": [1.000, 0.047, -0.507, 0.024, 0.894, 0.541],
  "homo_ev": -20.5,
  "de_lowest_kcal_mol": 8.4,
  "orbital_gap_ev": 3.72,
  "largest_force_ha_per_bohr": 0.127,
  "e_tot_ev": -12343.8239,
  "charge": 2
}


2.
{
  "formula": "CHN2",
  "method": "ωB97M-V/def2-TZVPD",
  "symbols": ["N", "N", "C", "H"],
  "coordinates": [[-0.25, -0.07, -0.05], [0.70, -0.04, 0.75], [0.83, 0.59, -0.44], [-1.28, -0.48, -0.26]],
  "nbo_charge": [-0.173, 0.166, 0.458, 0.548],
  "homo_ev": -18.9,
  "de_lowest_kcal_mol": 42.0,
  "orbital_gap_ev": 9.56,
  "largest_force_ha_per_bohr": 0.088,
  "e_tot_ev": -4018.4884,
  "charge": 1,
  "smiles": "C1#[N+]N1"
}


3.
{
  "formula": "CHN2O2P",
  "method": "ωB97M-V/def2-TZVPD",
  "symbols": ["P", "O", "O", "N", "N", "C", "H"],
  "coordinates": [[0.33, 0.37, 0.93], [1.87, -1.26, -0.59], [2.70, 0.65, 0.12], [1.84, -0.23, 0.00], [0.35, 2.85, -0.53], [0.38, 1.83, -0.11], [-0.55, -0.54, 0.36]],
  "nbo_charge": [0.681, -0.329, -0.375, 0.352, -0.235, -0.082, -0.011],
  "homo_ev": -11.2,
  "de_lowest_kcal_mol": 7.7,
  "orbital_gap_ev": 10.37,
  "largest_force_ha_per_bohr": 0.121,
  "e_tot_ev": -17412.7621,
  "charge": 0,
  "smiles": "N#CP[N+](=O)[O-]"
}


4.
{
  "formula": "CHN2O5",
  "method": "ωB97M-V/def2-TZVPD",
  "symbols": ["O", "O", "O", "O", "O", "N", "N", "C", "H"],
  "coordinates": [[-1.11, 1.08, -0.46], [0.24, -1.16, 2.17], [-0.10, -2.47, 0.46], [1.06, 1.43, 0.44], [-0.41, -0.16, -2.10], [1.09, 0.51, -0.46], [0.10, -1.38, 0.97], [-0.15, 0.43, -1.13], [-0.73, 1.74, 0.12]],
  "nbo_charge": [-0.722, -0.444, -0.431, -0.433, -0.575, -0.087, 0.403, 0.796, 0.493],
  "homo_ev": [-4.9, -3.5],
  "de_lowest_kcal_mol": 37.2,
  "orbital_gap_ev": [8.49, 5.96],
  "largest_force_ha_per_bohr": 0.073,
  "e_tot_ev": -14267.2701,
  "charge": -1
}